Record 1
{
  "formula": "C14H21N7",
  "method": "the ωB97M-V functional and the def2-TZVPD basis",
  "species": ["C", "C", "N", "H", "H", "H", "C", "C", "N", "H", "H", "H", "C", "C", "N", "H", "H", "H", "C", "C", "N", "H", "H", "H", "C", "C", "N", "H", "H", "H", "C", "C", "N", "H", "H", "H", "C", "C", "N", "H", "H", "H"],
  "coordinates": [[22.131, -8.701, 5.282], [23.130, -9.480, 4.516], [23.897, -10.097, 3.930], [21.422, -9.346, 5.802], [21.669, -7.882, 4.730], [22.679, -8.290, 6.129], [24.914, -10.176, 0.493], [26.209, -9.564, 0.847], [27.249, -9.162, 1.221], [24.657, -10.882, 1.283], [24.971, -10.684, -0.470], [24.114, -9.439, 0.434], [22.723, -6.586, 0.174], [21.760, -7.428, 0.898], [21.077, -8.082, 1.475], [22.075, -5.739, -0.052], [23.119, -7.086, -0.709], [23.369, -6.141, 0.931], [30.217, -8.818, -0.374], [30.400, -9.998, -1.216], [30.518, -10.919, -1.843], [29.918, -9.180, 0.610], [29.555, -8.103, -0.861], [31.197, -8.354, -0.262], [21.786, -12.455, 3.760], [21.950, -12.432, 2.301], [22.199, -12.418, 1.178], [22.686, -12.538, 4.368], [21.209, -13.364, 3.931], [21.150, -11.635, 4.094], [27.622, -10.361, 4.094], [27.481, -10.991, 5.375], [27.382, -11.524, 6.435], [28.559, -9.806, 4.047], [26.776, -9.683, 3.972], [27.560, -11.041, 3.245], [30.252, -6.703, 2.336], [29.842, -6.483, 3.728], [29.631, -6.261, 4.846], [29.449, -7.220, 1.810], [31.210, -7.222, 2.360], [30.292, -5.649, 2.064]],
  "mulliken_charge": [-0.854, 0.289, -0.305, 0.306, 0.279, 0.331, -0.460, 0.436, -0.487, 0.117, 0.362, 0.051, -0.823, 0.270, -0.361, 0.364, 0.308, 0.265, -0.399, 0.081, -0.319, -0.037, 0.330, 0.333, -0.799, 0.454, -0.443, 0.277, 0.343, 0.170, -0.362, 0.357, -0.031, 0.312, 0.246, 0.385, -0.365, 0.167, -0.418, 0.025, 0.288, 0.313],
  "spin_multiplicity": 2,
  "gap_ha": [0.333, 0.092],
  "total_charge": 1,
  "s_squared": 0.76,
  "lumo_energy_ev": [-4.84, -11.39]
}

=====

Record 2
{
  "formula": "C16H40F3NO9P2Si",
  "method": "the ωB97M-V functional and the def2-TZVPD basis",
  "species": ["N", "C", "C", "Si", "C", "O", "C", "F", "F", "F", "H", "H", "H", "H", "H", "H", "H", "H", "H", "H", "O", "P", "O", "C", "C", "O", "C", "C", "O", "C", "C", "H", "H", "H", "H", "H", "H", "H", "H", "H", "H", "H", "H", "H", "H", "H", "O", "P", "O", "C", "C", "O", "C", "C", "O", "C", "C", "H", "H", "H", "H", "H", "H", "H", "H", "H", "H", "H", "H", "H", "H", "H"],
  "coordinates": [[5.087, 2.889, -0.050], [4.155, 3.697, -0.854], [2.979, 4.161, 0.021], [1.806, 5.165, -1.056], [-0.017, 4.569, -0.969], [-0.256, 3.471, -0.058], [-0.228, 2.268, -0.623], [-0.637, 1.386, 0.295], [0.999, 1.877, -0.994], [-1.048, 2.136, -1.669], [5.671, 2.352, -0.682], [4.521, 2.233, 0.476], [4.679, 4.543, -1.306], [3.729, 3.104, -1.677], [2.511, 3.277, 0.455], [3.373, 4.797, 0.817], [2.209, 5.122, -2.480], [1.850, 6.570, -0.589], [-0.391, 4.385, -1.977], [-0.603, 5.406, -0.585], [1.138, 0.574, 4.668], [0.235, -0.544, 4.977], [-1.259, -0.125, 4.523], [-1.530, 0.057, 3.126], [-1.491, -1.248, 2.352], [0.092, -0.468, 6.591], [0.819, 0.468, 7.383], [0.020, 1.736, 7.597], [0.106, -2.121, 4.901], [-0.252, -3.001, 5.980], [-1.706, -2.887, 6.373], [-0.822, 0.774, 2.707], [-2.525, 0.495, 3.058], [-0.482, -1.667, 2.333], [-1.808, -1.087, 1.321], [-2.141, -1.991, 2.813], [1.794, 0.678, 6.946], [1.000, -0.018, 8.345], [-0.324, 2.149, 6.649], [0.618, 2.487, 8.114], [-0.867, 1.528, 8.198], [0.413, -2.862, 6.829], [-0.062, -4.007, 5.606], [-1.962, -1.885, 6.710], [-1.920, -3.586, 7.182], [-2.352, -3.120, 5.526], [0.731, -0.529, -5.130], [-0.559, -1.235, -5.128], [-0.801, -1.835, -3.646], [-0.995, -0.924, -2.556], [-2.313, -0.179, -2.639], [-0.237, -2.593, -5.954], [1.030, -2.843, -6.559], [1.938, -3.608, -5.621], [-2.059, -1.124, -5.621], [-2.790, -2.117, -6.361], [-3.138, -3.329, -5.531], [-0.157, -0.223, -2.517], [-0.965, -1.524, -1.647], [-2.334, 0.495, -3.499], [-2.474, 0.413, -1.744], [-3.143, -0.877, -2.755], [1.491, -1.917, -6.898], [0.831, -3.444, -7.450], [2.014, -3.113, -4.653], [2.938, -3.706, -6.047], [1.540, -4.608, -5.440], [-2.263, -2.382, -7.274], [-3.710, -1.622, -6.674], [-2.252, -3.834, -5.153], [-3.702, -4.037, -6.140], [-3.743, -3.045, -4.669]],
  "mulliken_charge": [-0.668, -0.505, -0.576, 0.306, -0.596, -0.334, 0.934, -0.231, -0.270, -0.275, 0.232, 0.252, 0.333, 0.330, 0.265, 0.467, -0.123, -0.175, 0.318, 0.352, -0.808, 0.983, -0.335, -0.407, -0.969, -0.288, -0.329, -1.082, -0.283, -0.178, -1.011, 0.343, 0.352, 0.297, 0.291, 0.296, 0.346, 0.326, 0.272, 0.385, 0.276, 0.264, 0.339, 0.269, 0.390, 0.268, -0.820, 1.001, -0.374, -0.229, -1.052, -0.296, -0.328, -1.081, -0.298, -0.188, -1.013, 0.322, 0.179, 0.303, 0.379, 0.303, 0.349, 0.326, 0.270, 0.384, 0.277, 0.273, 0.341, 0.268, 0.391, 0.269],
  "smiles": "NCC[SiH2]COC(F)(F)F.CCOP(=O)(OCC)OCC.CCOP(=O)(OCC)OCC",
  "spin_multiplicity": 1,
  "gap_ha": 0.368,
  "total_charge": 0,
  "lumo_energy_ev": 0.68
}